Record 1
Computed, not measured: an isolated molecule of C28H24N4O4S at a distorted geometry, with ωB97M-V/def2-TZVPD.

- F_max (eV Å⁻¹) = 1.56
- spin multiplicity = 1
- Kohn-Sham gap (eV) = 8.169
- total charge = 0
- HOMO (eV) = -8.499
- structure (SMILES) = Cc1ccc(-c2cc(C(=O)Nc3ccc(S(=O)(=O)Nc4onc(C)c4C)cc3)c3ccccc3n2)cc1

Each line ends with the Löwdin charge.
Cartesian coordinates (Å):
S1 -0.18194 2.43462 -4.97518  0.6908
O1 0.93630 2.34886 -5.86377  -0.2816
O2 -1.13493 -2.79832 -0.62565  0.1038
O3 -1.49978 2.36433 -5.52655  -0.2659
O4 -1.48130 3.44831 -2.52734  0.0023
N1 0.46726 -1.19046 -0.34254  0.1447
N2 -2.37464 4.07058 -1.69611  0.1140
N3 1.15265 -3.91472 3.74293  0.1710
N4 0.03558 3.95205 -4.20386  0.0003
C1 0.95237 -0.38322 7.25488  -0.2798
C2 0.07276 -0.02313 6.24148  -0.0424
C3 0.34319 -2.10657 2.41590  0.0527
C4 -1.45220 5.61267 -3.04798  -0.1664
C5 0.27574 -2.89985 1.29794  -0.0671
C6 1.76037 -1.49967 7.06345  -0.0376
C7 0.82030 -1.85857 4.87298  -0.1701
C8 -3.22192 6.32191 -1.27892  -0.0167
C9 -2.36509 5.34227 -1.99036  -0.3110
C10 1.13878 1.40261 -2.83567  -0.0505
C11 1.69414 -2.22931 5.89518  -0.0188
C12 -0.93300 4.37489 -3.33029  -0.3216
C13 0.60842 -5.17293 0.31826  -0.0130
C14 1.10327 -4.71492 2.66648  -0.2065
C15 1.00854 0.39015 8.53567  -0.0524
C16 1.27750 0.55974 -1.75215  0.0003
C17 0.00513 -0.74545 5.06565  -0.0274
C18 1.47145 -6.91063 1.74652  -0.0750
C19 0.76906 -2.66292 3.64695  -0.2116
C20 -1.13919 6.92463 -3.67598  -0.0293
C21 1.01161 -6.46805 0.49577  -0.0711
C22 -0.22400 -2.32296 0.01114  -0.4069
C23 0.27898 -0.37204 -1.45272  -0.1985
C24 1.51799 -6.05623 2.81161  -0.0111
C25 -0.00408 1.32144 -3.60688  -0.3046
C26 -1.00370 0.41317 -3.32406  -0.0308
C27 -0.86448 -0.44386 -2.24872  0.0238
C28 0.64273 -4.26694 1.39510  -0.0893
H1 0.06703 -1.06394 2.36282  0.1169
H2 -3.90112 6.80237 -1.98128  0.0849
H3 1.86389 -6.37382 3.78265  0.1116
H4 -0.70912 -0.45250 4.31041  0.1071
H5 -0.57220 0.83366 6.37668  0.1110
H6 2.16000 0.61677 -1.13083  0.1160
H7 -3.79738 5.81159 -0.51328  0.0810
H8 2.02339 0.42045 8.92611  0.0776
H9 1.26613 -0.95542 0.23195  0.1468
H10 0.97887 -7.16151 -0.33128  0.1044
H11 2.31693 -3.09771 5.74835  0.1077
H12 -1.63100 -1.16445 -2.01834  0.1076
H13 -1.88385 0.39672 -3.94577  0.1220
H14 0.38196 4.66493 -4.82805  0.1239
H15 0.37628 -0.08814 9.28464  0.0856
H16 2.44657 -1.79748 7.84349  0.1122
H17 1.78715 -7.93743 1.85943  0.1036
H18 0.24642 -4.83540 -0.64062  0.1112
H19 -0.64849 6.78178 -4.63649  0.0738
H20 -0.48168 7.51319 -3.03526  0.0857
H21 -2.60597 7.09331 -0.81967  0.0857
H22 0.65221 1.40760 8.39346  0.0754
H23 -2.05480 7.49181 -3.83171  0.0811
H24 1.89946 2.12216 -3.09179  0.1206

---

Record 2
Computed, not measured: a 2-piece molecular cluster, C5H10O overall at a distorted geometry, with ωB97M-V/def2-TZVPD.

- F_max (eV Å⁻¹) = 1.92
- spin multiplicity = 2
- Kohn-Sham gap (alpha / beta) (eV) = 2.481 / 5.602
- relative energy (zero: lowest compared OMol25 entry of this formula, charge and spin) (kJ/mol) = 236.0
- total charge = -1
- HOMO (alpha / beta) (eV) = 0.977 / -2.255

Each line ends with the Mulliken spin population.
Cartesian coordinates (Å):
O1 -2.56435 -0.25811 0.45414  -0.0275
C1 1.80164 -0.85666 -0.40518  0.4484
C2 2.72816 0.06752 -0.88996  0.3424
C3 1.79998 -1.43736 0.96873  0.0062
C4 -1.66526 0.78804 0.18511  0.0012
C5 -1.98167 1.85037 -0.54044  0.0497
H1 3.79997 -0.02224 -0.53022  0.0739
H2 1.24454 -0.85760 1.72904  -0.0072
H3 -3.00069 1.85916 -0.90304  -0.0038
H4 1.25282 -1.45172 -1.15037  0.0244
H5 2.80680 -1.59302 1.37107  0.0641
H6 1.24587 -2.39781 0.99099  -0.0014
H7 -3.41360 0.11546 0.68891  0.0096
H8 2.62499 0.60855 -1.82019  0.0100
H9 -0.69001 0.65839 0.60516  0.0508
H10 -1.35499 2.72827 -0.59041  -0.0407

---

Record 3
Computed, not measured: a 2-piece molecular cluster, C7H18NP overall at a distorted geometry, with ωB97M-V/def2-TZVPD.

- F_max (eV Å⁻¹) = 4.80
- spin multiplicity = 1
- Kohn-Sham gap (alpha / beta) (eV) = 7.200 / 8.404
- relative energy (zero: lowest compared OMol25 entry of this formula, charge and spin) (kJ/mol) = 406.9
- total charge = 0
- HOMO (alpha / beta) (eV) = -7.055 / -8.527

Each line ends with the Löwdin charge.
Cartesian coordinates (Å):
P1 -0.69231 0.47415 0.57260  0.8945
N1 -2.17678 0.36241 0.10113  -0.2963
C1 0.55676 -0.75210 0.01531  -0.7058
C2 0.71921 -0.66563 -1.49460  -0.1080
C3 -2.93212 0.34125 -1.09846  -0.2332
C4 0.90937 2.82893 -1.06271  0.0647
C5 0.14624 -2.14841 0.43808  -0.1022
C6 -0.92470 0.15576 2.42795  -0.2103
C7 1.95463 -0.39041 0.70670  -0.0589
H1 -3.26150 1.40078 -1.26310  0.0749
H2 -2.39740 0.04620 -2.01963  0.0535
H3 0.78067 2.58645 -2.07662  -0.0279
H4 -0.71564 -2.47051 -0.28960  0.1264
H5 2.62469 0.09532 0.04902  0.0523
H6 -2.03387 0.21958 2.43284  0.0312
H7 -3.95513 -0.08957 -0.94567  0.0788
H8 1.73002 3.38013 -0.65532  -0.0167
H9 -0.26094 -2.13371 1.38182  0.0223
H10 1.20698 0.22911 -1.69230  0.0152
H11 2.39921 -1.35576 1.05741  0.0936
H12 -0.55594 -0.78009 2.67661  -0.0189
H13 -0.61548 1.00732 3.14754  0.0656
H14 0.87706 -2.86414 0.29395  0.0530
H15 1.14590 -1.60568 -1.99136  0.1150
H16 1.79388 0.29501 1.48314  0.0325
H17 -0.33174 -0.66594 -1.92880  0.0734
H18 0.00592 2.82446 -0.47385  -0.0688

---

Record 4
Computed, not measured: C38H21F22GeN2O7S3Se2Ta as an isolated structure at a distorted geometry, with ωB97M-V/def2-TZVPD.

- F_max (eV Å⁻¹) = 3.92
- spin multiplicity = 1
- Kohn-Sham gap (eV) = 4.913
- total charge = +2
- HOMO (eV) = -12.270

Each line ends with the Löwdin charge.
Cartesian coordinates (Å):
Ta1 -0.40132 0.22128 0.19974  1.4698
Se1 3.52833 -2.92910 2.22494  0.9442
Se2 1.56425 1.12614 2.71931  0.9091
Ge1 3.32732 0.51277 -2.16105  1.0577
S1 1.73367 0.62061 -0.26688  0.2851
S2 -2.24197 2.92312 -0.77292  0.7765
S3 -1.22477 1.12806 -2.72104  0.8835
F1 -2.52979 5.15616 -1.95303  0.1552
F2 -0.48842 4.51662 -1.69547  0.1648
F3 5.25338 5.57803 -4.91228  0.1388
F4 1.17276 -3.24682 -6.58649  0.1107
F5 7.17090 -2.74723 -0.12245  0.1243
F6 3.06543 5.56619 -3.14385  0.1353
F7 2.30383 -2.47254 -2.13085  0.0787
F8 6.80940 1.82074 1.45996  0.1169
F9 -1.32162 -0.20688 -5.09784  0.1766
F10 5.11904 -2.19545 -1.83104  0.0787
F11 8.33340 -0.62757 1.18606  0.1600
F12 4.83322 2.23554 -0.18839  0.1119
F13 -1.62082 5.28053 0.07862  0.2118
F14 -3.13502 -0.53759 -3.83869  0.1500
F15 2.62176 -0.97975 -7.36630  0.1111
F16 -4.71887 3.22324 4.82936  0.0792
F17 2.48885 3.31764 -1.81041  0.0096
F18 -2.74095 1.36973 -4.85409  0.1729
F19 0.91574 -3.82378 -3.94800  0.1390
F20 5.83789 0.95872 -4.17041  0.0936
F21 3.11133 0.94989 -5.38294  0.0880
F22 6.94111 3.46244 -4.91900  0.1401
O1 -1.67755 0.52914 1.79493  -0.2439
O2 -1.00943 2.31595 -0.02556  -0.4838
O3 0.10795 1.54746 -3.06639  -0.2454
O4 -0.96008 -3.22151 2.37494  0.1754
O5 -3.52825 2.91895 -0.08548  -0.2063
O6 -0.53653 -1.60489 0.73733  -0.2453
O7 -1.21670 -0.09083 -1.53379  -0.4843
N1 -5.03325 -1.79412 2.54545  0.0622
N2 -2.22876 2.21866 -2.16087  -0.2941
C1 -7.52172 -1.82836 2.65155  -0.1518
C2 2.24138 -1.64839 2.99570  -0.5868
C3 -1.66118 4.61689 -1.05995  -0.6456
C4 -2.15687 0.35533 -4.20853  -0.5554
C5 1.63966 -2.33264 -5.64826  -0.0732
C6 2.17977 -4.25616 1.74369  -0.3926
C7 7.19128 -0.42495 0.54833  -0.1052
C8 -6.05364 1.51356 3.96361  0.0925
C9 2.30269 -1.18555 -6.03252  -0.0914
C10 -3.72231 1.67424 3.21988  0.0930
C11 6.53256 0.82600 0.58595  -0.0774
C12 4.08328 2.07958 -3.04761  -0.1668
C13 -2.74655 -0.25433 1.95637  -0.2158
C14 -1.31761 -2.25092 1.75388  -0.3724
C15 -6.35064 -3.70609 1.76488  -0.0446
C16 -7.56992 -0.50168 3.36570  -0.1075
C17 2.70187 -0.67399 -3.65927  -0.1179
C18 1.49181 -2.67564 -4.31432  -0.1258
C19 4.99871 0.07020 -1.08359  -0.1350
C20 -4.80241 2.19085 3.93249  -0.1887
C21 -6.22760 -2.63961 2.83106  -0.2869
C22 -5.01198 -0.44048 2.99530  -0.0310
C23 5.25413 2.13843 -3.81358  -0.1713
C24 2.15807 -1.88664 -3.34324  -0.2358
C25 5.58136 -1.21877 -0.99271  -0.1854
C26 3.51286 3.29004 -2.75887  -0.2065
C27 5.01216 4.51975 -4.10766  -0.0863
C28 3.84209 4.49185 -3.34705  -0.1206
C29 2.73073 -0.31948 -5.04498  -0.1626
C30 5.38276 1.03144 -0.24053  -0.2825
C31 -3.85169 -2.37955 2.16239  0.1024
C32 -6.18929 0.19146 3.50737  -0.0735
C33 5.75395 3.36011 -4.29475  -0.1028
C34 2.83995 -0.33685 3.00096  -0.5664
C35 -3.85545 0.33142 2.69182  -0.0383
C36 6.66868 -1.48390 -0.20431  -0.1157
C37 -2.69034 -1.65421 1.89662  -0.0319
C38 0.85938 1.15052 4.53698  -0.3417
H1 -3.93799 -3.42710 1.95482  0.1399
H2 1.28446 0.26996 5.09518  0.0567
H3 2.43805 -5.19070 2.31564  0.0377
H4 -7.60203 -1.70052 1.56712  0.1295
H5 -2.74839 2.15041 3.06811  0.1329
H6 3.59154 -0.11437 2.24074  0.0338
H7 2.04779 -2.06947 3.98242  0.0820
H8 1.38910 -1.78155 2.37112  0.0024
H9 1.11413 -3.92599 1.88484  0.0135
H10 1.10250 2.17643 4.92360  0.0486
H11 -5.59438 -4.44630 1.87092  0.0704
H12 3.17085 -0.03586 4.02103  0.0890
H13 -6.13486 -3.13583 3.82502  0.1817
H14 -7.34342 -4.08075 1.95523  0.0977
H15 -6.80388 2.02260 4.51957  0.1340
H16 -8.37502 -2.39738 3.02564  0.1373
H17 -8.24203 0.16511 2.79082  0.1386
H18 -0.21410 1.04034 4.48681  0.0011
H19 -6.31634 -3.20951 0.77109  0.1176
H20 2.40174 -4.44403 0.67446  0.0134
H21 -8.08311 -0.61853 4.34786  0.1400